Density functional theory data (wB97M-V/def2-TZVPD) for one molecule with the formula C2H4I2N2O at a distorted geometry.

The geometry in XYZ format:
```
11
Properties=species:S:1:pos:R:3:lowdin_charge:R:1
H -0.35 0.37 1.66 0.150
C 0.11 -0.18 -0.24 -0.079
N -0.90 0.06 0.84 -0.148
H 1.11 -0.22 0.20 0.094
I -2.80 -2.43 0.01 0.687
C -3.11 -0.17 -0.01 -0.912
O -4.15 0.20 -0.42 -0.017
H 0.00 -1.13 -0.66 0.016
N -2.15 0.48 0.67 -0.227
H 0.06 0.45 -1.11 0.072
I -2.21 2.96 0.00 0.365
```

Values from the calculation:
Lowest unoccupied orbital energy (alpha / beta) in eV: -2.5673 / -2.5864
SMILES: CNN(I)C(=O)I
Spin multiplicity: 1
Total energy in eV: -23365.2868